Density functional theory data (ωB97M-V/def2-TZVPD) for an isolated ion of composition C8H19N2O2S and charge +1 in a non-equilibrium geometry.

Each line ends with the Löwdin spin population.
Cartesian coordinates (Å):
1 C -1.51005 -1.18197 0.88708  0.042
2 C 0.14773 -0.95023 -1.12983  0.477
3 C -1.63835 0.95467 2.26034  0.005
4 C 2.09728 2.38579 -1.39184  0.006
5 C 1.49985 0.56598 -3.20759  0.013
6 C 1.20876 0.06239 -0.77578  0.040
7 C -2.03204 -0.54499 2.34057  0.071
8 C 1.19275 1.22462 -1.79837  0.020
9 N -1.13179 -1.20423 3.26480  0.010
10 N -0.11055 -1.52754 0.85343  0.383
11 O -1.79793 -0.27885 -0.13065  0.107
12 O -1.12894 -0.74252 -1.34016  0.113
13 S 0.59295 -2.31208 -2.09560  0.632
14 H -2.22531 -2.07901 0.78288  0.007
15 H -0.50362 1.00799 2.39591  0.001
16 H -2.02252 1.54161 3.19567  0.003
17 H -1.98206 1.33602 1.38811  0.000
18 H 1.66650 3.27444 -1.85454  0.001
19 H 3.11566 2.22768 -1.59764  0.000
20 H 1.92061 2.51793 -0.25757  0.001
21 H 2.47768 0.27181 -3.29670  0.000
22 H 1.61435 1.41227 -3.91982  0.002
23 H 0.69668 -0.05593 -3.50700  0.008
24 H 1.05877 0.69170 0.21447  0.009
25 H 2.26154 -0.43752 -0.55850  0.002
26 H -3.18607 -0.62113 2.42696  0.002
27 H 0.12663 1.53705 -1.80567  0.000
28 H -1.56573 -2.15176 3.56358  0.000
29 H -1.00052 -0.50286 4.09235  0.001
30 H 0.56543 -0.95184 1.30589  0.009
31 H 0.06182 -2.38420 1.46485  0.007
32 H -0.46953 -3.08528 -1.76964  0.030

Forces on atoms 1 to 3 (eV/Å):
-2.586 -0.631 0.405
1.890 0.638 -0.699
1.544 -1.107 5.025

The expectation value of S² is 2.01. Its total charge is +1. The HOMO-LUMO gap (spin up / spin down) comes out at 0.2807 / 0.1918 Ha. The calculation puts the energy above the lowest of the compared OMol25 structures with the same formula, charge and spin at 81.1 kcal per mole. The spin multiplicity is 3.

---

Density functional theory data (ωB97M-V/def2-TZVPD) for C28H41Cl2IrN4O3Si4Te as an isolated structure in a non-equilibrium geometry.

Each line ends with the Mulliken charge.
Cartesian coordinates (Å):
1 Ir 2.65541 1.66635 0.14654  0.203
2 Cl 5.76531 -4.07625 -1.59706  -0.221
3 C 5.29121 -2.42395 -1.49286  0.061
4 C 4.34421 -2.05425 -0.55556  -0.910
5 C 3.93021 -0.72495 -0.48236  0.033
6 N 3.03491 -0.20135 0.40454  0.221
7 C 2.28641 -0.85855 1.35154  -0.167
8 O 2.23821 -2.08025 1.51414  -0.765
9 C 1.52481 0.09005 2.16834  0.357
10 C 0.83821 -0.35095 3.29934  -0.355
11 C 0.14481 0.53015 4.09194  -0.741
12 C 0.18211 1.89465 3.74554  -0.683
13 C 0.89651 2.28235 2.64404  0.197
14 N 1.55861 1.44025 1.83164  0.247
15 C 4.47881 0.23235 -1.39976  0.363
16 C 5.47091 -0.15595 -2.29746  -0.980
17 C 5.87181 -1.47775 -2.34406  0.210
18 Cl 7.08771 -1.95045 -3.47136  -0.216
19 N 3.94801 1.48595 -1.28136  0.080
20 C 4.36391 2.60055 -1.94956  0.713
21 O 5.23071 2.66765 -2.81536  -0.755
22 C 3.62741 3.78435 -1.46626  0.050
23 C 3.88841 5.02035 -2.04456  -0.617
24 C 3.26301 6.15375 -1.57316  -0.367
25 C 2.38591 6.00575 -0.48666  -0.953
26 C 2.15911 4.75415 0.02854  0.023
27 N 2.72991 3.62545 -0.43146  -0.098
28 H 3.92341 -2.78135 0.11874  0.650
29 H 0.88721 -1.40455 3.52364  0.575
30 H -0.39169 0.20765 4.96964  0.506
31 H -0.32479 2.63065 4.34624  0.464
32 H 0.95501 3.33255 2.38654  0.122
33 H 5.91451 0.57885 -2.94846  0.706
34 H 4.58781 5.04285 -2.86816  0.468
35 H 3.44261 7.12285 -2.01126  0.450
36 H 1.88101 6.86115 -0.06386  0.431
37 H 1.49091 4.63225 0.87134  0.427
38 C -1.13979 4.13865 -0.42806  -0.930
39 O -0.63249 2.84705 -0.17556  0.160
40 H -1.18749 4.73245 0.49254  0.333
41 H -2.14899 4.02195 -0.82106  0.320
42 H -0.52869 4.66795 -1.16456  0.314
43 H 0.31281 2.91215 0.03134  -0.199
44 C 0.02571 -4.35655 -0.23916  -0.975
45 Si -1.16819 -3.51035 0.97734  0.584
46 C -2.82109 -4.47745 1.00804  -1.039
47 C -0.45619 -3.63875 2.74554  -0.974
48 Si -1.74729 -1.33995 0.01984  0.302
49 Te 0.24301 0.03855 -0.78506  -0.135
50 Si -2.62529 -1.65195 -2.23456  0.154
51 C -3.19029 0.05545 -2.88356  -0.979
52 C -1.30659 -2.28905 -3.45906  -1.051
53 C -4.11089 -2.84925 -2.37126  -1.089
54 Si -3.49549 -0.29225 1.34974  0.425
55 C -5.15779 -1.17205 0.98984  -1.073
56 C -3.73329 1.50705 0.75954  -0.710
57 C -3.28539 -0.27465 3.25594  -0.919
58 H 0.32481 -5.33855 0.11374  0.399
59 H 0.92731 -3.76455 -0.35096  0.146
60 H -0.42409 -4.48125 -1.21816  0.243
61 H -2.64979 -5.50785 1.30494  0.409
62 H -3.30079 -4.49385 0.03684  0.200
63 H -3.52299 -4.04925 1.71554  0.249
64 H -0.57049 -4.64535 3.14634  0.499
65 H -0.94359 -2.95605 3.43644  0.304
66 H 0.60611 -3.41215 2.72354  0.172
67 H -2.42159 0.79905 -2.69546  0.240
68 H -4.10189 0.39065 -2.40096  0.267
69 H -3.37689 0.03645 -3.95316  0.394
70 H -0.46149 -1.60975 -3.49246  0.301
71 H -1.70509 -2.37005 -4.46566  0.371
72 H -0.92789 -3.26565 -3.18176  0.300
73 H -4.93969 -2.54635 -1.74256  0.293
74 H -3.83759 -3.86055 -2.09206  0.326
75 H -4.47259 -2.88345 -3.39456  0.385
76 H -5.42059 -1.09355 -0.05906  0.243
77 H -5.96309 -0.71205 1.55504  0.401
78 H -5.14039 -2.22455 1.24774  0.283
79 H -4.09319 1.52335 -0.26396  0.265
80 H -2.79729 2.05245 0.78634  -0.199
81 H -4.45609 2.04415 1.36764  0.471
82 H -3.16569 -1.27555 3.65804  0.300
83 H -4.15589 0.16395 3.73914  0.444
84 H -2.41869 0.30895 3.55014  0.048

Forces on atoms 1 to 3 (eV/Å):
-1.943 -0.224 -0.411
0.006 -0.253 0.098
0.162 0.264 -0.139

The HOMO-LUMO gap (spin up / spin down) comes out at 0.1859 / 0.1868 Ha. The spin multiplicity is 1.

---

Energy for the records above, in order: -26498.6504; -108494.9293 eV